Entry 1:
{
  "formula": "C7H10",
  "method": "wB97M-V/def2-TZVPD",
  "elements": ["C", "C", "C", "C", "C", "C", "C", "H", "H", "H", "H", "H", "H", "H", "H", "H", "H"],
  "positions_angstrom": [[-1.49424, 0.22860, 0.26828], [-0.31636, 0.23564, 1.27898], [0.39905, -0.86190, 0.88975], [1.02884, -0.28166, -0.35644], [1.74957, 0.97792, 0.13923], [0.35240, 1.40861, 0.54173], [-0.30343, 0.66549, -0.66040], [-2.00707, -0.71869, 0.09061], [-2.21723, 1.04922, 0.36059], [-1.55197, -3.19242, -0.62405], [-1.29816, -2.73272, -1.14980], [-0.04506, -1.85507, 0.89041], [1.47170, -0.94947, -1.09972], [2.50420, 0.83853, 0.92103], [2.14563, 1.58486, -0.68001], [0.05470, 2.42460, 0.81070], [-0.47256, 1.17847, -1.62089]],
  "homo_energy_ev": [-7.93, -7.94],
  "molar_mass_g_mol": 94.16,
  "e_tot_ha": -272.48201,
  "homo_lumo_gap_ev": [8.2, 8.3],
  "de_lowest_kcal_mol": 148.1
}


Entry 2:
{
  "formula": "C7H10",
  "method": "wB97M-V/def2-TZVPD",
  "elements": ["C", "C", "C", "C", "C", "C", "C", "H", "H", "H", "H", "H", "H", "H", "H", "H", "H"],
  "positions_angstrom": [[1.64268, -1.11754, -0.08620], [0.36863, -0.32227, -0.01107], [-1.02782, -0.95707, -0.06978], [-1.50825, 0.51185, -0.42276], [-0.61168, 1.53864, 0.23852], [0.31820, 0.74674, 1.11561], [-0.14242, 0.77702, -0.99165], [1.73770, -1.73408, 0.81722], [1.68751, -1.77549, -0.95823], [2.50533, -0.44141, -0.11410], [-1.23987, -1.68951, 0.73471], [-1.22192, -1.49425, -1.00217], [-2.38506, 0.91617, -0.93418], [-0.93471, 2.56279, 0.43626], [-0.04053, 0.46566, 2.11331], [1.29355, 1.23975, 1.18440], [0.13653, 0.90439, -2.03308]],
  "homo_energy_ev": -9.25,
  "molar_mass_g_mol": 94.16,
  "smiles": "C[C@]12C[C@@H]3[C@H](C1)[C@@H]32",
  "e_tot_ha": -272.61706,
  "homo_lumo_gap_ev": 10.3,
  "de_lowest_kcal_mol": 63.3
}


Entry 3:
{
  "formula": "C7H10BClIrN3O7",
  "method": "wB97M-V/def2-TZVPD",
  "elements": ["Ir", "O", "Cl", "O", "O", "O", "O", "N", "O", "O", "B", "C", "N", "H", "H", "H", "C", "C", "C", "C", "N", "C", "C", "H", "H", "H", "H", "H", "H", "H"],
  "positions_angstrom": [[0.18911, -0.23345, -0.01558], [-3.75458, -0.41164, 0.66402], [-2.47082, -0.47970, 1.20374], [-2.47161, -0.59272, 2.60190], [-1.72868, 0.73762, 0.83604], [-1.71468, -1.55599, 0.62014], [1.65690, -2.57355, -2.87321], [1.27239, -1.85275, -2.00922], [0.11537, -1.36082, -2.01517], [1.99731, -1.49917, -1.05269], [2.27325, -0.54270, 4.15021], [1.69800, -0.44807, 2.75659], [1.39060, -0.36735, 1.63906], [2.07439, 0.46837, 4.74813], [3.39798, -0.89905, 4.00069], [1.73640, -1.36222, 4.83385], [3.49681, 5.31873, -1.20115], [2.70298, 4.08191, -0.96718], [1.58462, 4.05762, -0.14016], [0.87726, 2.87670, 0.01830], [1.23831, 1.74959, -0.59197], [2.31559, 1.75307, -1.37503], [3.06438, 2.89159, -1.59299], [3.09939, 6.16021, -0.64339], [3.48521, 5.55715, -2.26321], [4.53464, 5.16145, -0.91338], [1.27378, 4.95593, 0.37186], [-0.00051, 2.82123, 0.64841], [2.59882, 0.81336, -1.82692], [3.92690, 2.86179, -2.24207]],
  "homo_energy_ev": [-9.45, -9.45],
  "molar_mass_g_mol": 486.65,
  "e_tot_ha": -1552.53541,
  "homo_lumo_gap_ev": [6.3, 6.3],
  "de_lowest_kcal_mol": 47.6
}


Entry 4:
{
  "formula": "C7H10BF2N3O4",
  "method": "wB97M-V/def2-TZVPD",
  "elements": ["C", "N", "C", "N", "C", "C", "N", "C", "H", "H", "H", "H", "H", "H", "H", "H", "H", "H", "B", "O", "C", "O", "C", "O", "O", "F", "F"],
  "positions_angstrom": [[-0.10757, 1.14004, -0.44473], [0.37073, -0.07326, -1.15659], [1.28245, -0.83147, -0.32318], [2.43518, 0.06441, -0.04532], [2.94167, 0.22007, 1.21928], [3.94013, 1.12135, 1.05426], [3.98713, 1.45179, -0.25922], [3.05660, 0.77471, -0.94681], [0.48876, 2.00606, -0.75708], [-1.13895, 1.28232, -0.76033], [0.01872, 1.05608, 0.64189], [-0.43050, -0.68784, -1.31182], [1.62225, -1.73974, -0.82297], [0.82433, -1.09497, 0.63908], [2.60990, -0.26417, 2.11821], [4.57619, 1.51434, 1.82927], [4.61926, 2.11304, -0.68385], [2.80850, 0.80624, -1.99379], [-4.13677, 0.03023, 0.74503], [-3.30518, -0.11154, -0.49167], [-3.12655, -1.39264, -0.72820], [-2.48509, -1.83870, -1.64970], [-3.84115, -2.20053, 0.34505], [-3.86694, -3.39860, 0.41758], [-4.41789, -1.36393, 1.18741], [-5.31353, 0.70082, 0.45427], [-3.41167, 0.71587, 1.72388]],
  "homo_energy_ev": -8.86,
  "molar_mass_g_mol": 248.98,
  "e_tot_ha": -962.73651,
  "homo_lumo_gap_ev": 7.9
}